{"formula": "C30H90O40P10", "method": "ωB97M-V/def2-TZVPD", "species": ["O", "P", "H", "O", "H", "O", "H", "P", "O", "O", "O", "O", "H", "C", "H", "O", "H", "C", "H", "H", "C", "C", "O", "C", "H", "H", "H", "O", "H", "C", "H", "C", "C", "H", "H", "C", "H", "H", "H", "H", "H", "O", "O", "O", "H", "O", "C", "H", "O", "H", "H", "H", "H", "O", "H", "H", "O", "O", "H", "H", "H", "H", "H", "C", "O", "C", "H", "O", "H", "C", "O", "C", "H", "O", "O", "H", "O", "H", "H", "H", "C", "H", "H", "H", "H", "H", "C", "P", "P", "C", "H", "H", "O", "H", "H", "O", "H", "H", "O", "H", "C", "O", "H", "H", "P", "P", "O", "H", "H", "H", "H", "O", "H", "C", "H", "H", "H", "H", "H", "H", "H", "H", "H", "O", "O", "H", "H", "H", "H", "H", "H", "P", "C", "P", "H", "C", "C", "H", "H", "H", "H", "O", "C", "O", "H", "H", "C", "C", "P", "O", "C", "O", "O", "H", "H", "O", "H", "O", "C", "P", "H", "C", "H", "C", "H", "O", "H", "C", "H", "H"], "xyz": [[-0.064, 1.893, -5.774], [6.129, 2.895, -3.651], [3.489, -3.310, -2.960], [-4.640, -0.532, -4.320], [-5.721, -3.605, -6.150], [6.827, 1.802, 2.715], [7.786, 1.559, 0.913], [-1.833, -1.018, 3.634], [-1.911, -2.287, 2.699], [-7.898, -1.353, 1.185], [-0.501, -0.574, 4.037], [-2.702, 0.049, 2.851], [3.770, 1.433, -7.309], [-0.531, -1.995, -1.498], [-3.521, 1.454, 4.151], [-6.208, 5.114, 0.397], [-6.831, -1.662, -3.211], [4.412, 2.319, 4.494], [4.613, 4.702, -2.392], [-2.676, 1.695, -0.013], [-0.278, 1.269, -4.482], [-4.136, -1.758, 4.624], [2.019, -5.337, 0.485], [-9.254, -1.836, 1.165], [-4.751, -1.209, 5.329], [-4.510, -1.604, 3.606], [-1.491, -1.835, -1.000], [5.606, 3.574, -4.821], [-9.879, -1.069, 0.710], [-6.408, -1.404, -2.241], [4.085, -0.557, 0.066], [4.924, 0.134, 0.124], [3.679, -3.889, 7.964], [-3.625, 1.298, -4.402], [3.185, -4.786, 8.351], [2.702, -1.955, 4.322], [-5.674, 7.053, 0.971], [-4.786, 4.071, -2.784], [4.276, -3.584, 8.830], [5.754, -0.197, -0.508], [1.554, -0.354, 2.429], [4.472, -4.216, 6.865], [-2.759, -2.022, -3.325], [-2.758, -1.410, 4.878], [5.942, 5.738, -1.943], [2.131, 3.284, -5.664], [-6.101, 2.975, 2.803], [3.333, 1.870, -2.151], [5.229, 1.763, -2.998], [-4.773, 6.406, -0.340], [5.600, -4.849, 1.665], [-3.815, 2.689, -2.265], [0.229, -2.685, 2.883], [0.956, 1.542, -1.213], [8.790, 2.154, 2.209], [-6.955, -1.976, -1.497], [-1.026, 0.451, 0.024], [-4.871, -2.995, -4.389], [-4.222, -2.846, 4.747], [-7.391, -2.839, 5.143], [0.562, -5.062, -1.024], [-6.481, -0.347, -2.002], [-3.743, 0.529, -2.820], [3.816, 1.776, -3.126], [4.253, -4.366, 0.152], [3.076, -2.753, -2.113], [6.016, -3.426, 0.649], [5.540, -2.134, 6.090], [1.070, 3.948, -9.066], [6.354, -1.436, 5.130], [-5.184, 3.259, -0.934], [-4.881, -2.997, -5.830], [8.696, 3.406, -2.869], [2.327, -3.648, -1.278], [-6.042, -0.021, 2.132], [-9.666, -2.064, 2.144], [2.135, 0.784, -6.151], [-5.251, -0.157, 0.221], [1.018, -6.721, -0.653], [-0.015, -5.757, 0.462], [3.439, 0.577, -6.708], [-3.089, 2.086, 2.594], [7.604, 3.259, 1.410], [-5.804, 2.015, 3.202], [-6.541, 6.909, -0.553], [0.894, 0.998, 1.765], [-4.223, 3.645, -1.951], [1.401, 2.176, -6.275], [-5.150, 3.932, 0.487], [-7.571, -2.892, 4.072], [-5.142, 1.372, -3.531], [3.484, -0.257, -7.406], [4.498, 1.294, 3.510], [-8.622, -2.709, 3.875], [9.105, 3.041, -4.603], [0.086, -0.775, -1.882], [0.123, -2.487, -0.773], [-0.571, -3.035, 1.307], [-3.834, 4.379, 0.935], [2.525, 0.830, 1.410], [-5.091, -0.618, 1.199], [-5.876, 2.887, 1.361], [-7.147, 3.221, 2.956], [-7.325, -3.910, 3.760], [-4.187, -1.843, -3.542], [5.335, 1.653, 2.222], [5.340, 0.263, 1.479], [5.414, 4.491, -0.807], [4.646, 1.095, -0.319], [-0.539, 0.216, -4.651], [4.123, 0.479, -5.867], [7.457, 2.053, -3.797], [2.417, -1.972, -2.496], [5.564, 4.717, -1.857], [9.389, 1.874, -3.313], [-0.740, -4.007, 2.726], [2.216, -2.666, 3.651], [3.549, 2.181, 5.145], [-3.485, 4.346, -1.573], [-4.087, -0.364, 1.530], [6.441, -0.404, 5.457], [-4.983, -1.992, -6.247], [0.600, 1.213, -3.836], [-8.289, -0.005, 3.308], [3.112, -2.580, 5.567], [-2.932, 0.194, -0.844], [7.293, -1.974, 5.033], [0.017, 4.016, -7.625], [5.262, 2.252, 5.184], [2.089, -1.058, 4.405], [-0.355, 2.926, -8.969], [4.540, -3.266, 5.614], [-2.768, 1.378, 3.356], [2.742, -3.934, 0.225], [-1.891, 1.460, -1.554], [0.838, -5.740, -0.220], [-2.165, 0.947, -0.625], [3.421, 0.886, -3.623], [-5.237, -1.693, 1.110], [-1.798, 1.661, 3.763], [2.925, -3.143, 7.747], [6.507, 3.826, -2.424], [-0.696, -2.959, 2.383], [-6.685, -2.046, 3.336], [4.365, 3.317, 4.062], [-1.127, 1.740, -3.990], [-4.290, 0.729, -3.749], [-5.787, 6.442, 0.068], [-7.325, -0.804, 2.569], [4.901, -3.949, 4.371], [8.720, 2.663, -3.661], [1.175, -0.448, 0.350], [2.429, -2.885, 1.188], [5.894, -1.384, 4.138], [4.797, -3.390, 1.983], [-5.048, -1.841, -2.218], [3.605, -1.635, 3.771], [1.230, 2.295, -7.851], [1.636, 0.214, 1.511], [0.352, 0.292, -0.757], [3.926, -2.257, -1.634], [7.806, 2.253, 1.765], [-5.445, 3.748, 3.218], [5.219, -3.962, 1.156], [3.428, 2.616, -3.714], [4.849, 2.811, 1.478], [-3.938, -3.401, -6.208], [0.454, 3.367, -8.382], [-9.267, -2.746, 0.568], [-0.726, -2.662, -2.330]], "forces_ev_per_a": [[-0.04, -0.27, 0.58], [0.11, -0.66, 0.93], [-0.20, -0.09, 0.16], [-0.29, 0.32, -0.37], [0.04, -0.09, 0.07], [0.33, 0.23, 0.69], [0.02, 0.26, 0.00], [-0.29, -0.03, 0.86], [0.28, 0.50, 0.04], [-0.02, -0.39, 0.37], [0.04, -0.02, 0.07], [0.16, -0.11, -0.49], [-0.17, 0.10, 0.34], [-0.27, -1.10, 1.17], [0.16, -0.26, 0.02], [-0.38, 0.24, 0.16], [-0.18, 0.38, -0.01], [0.20, 0.35, 1.26], [-0.03, -0.17, 0.07], [0.31, 0.02, 0.27], [-0.15, -1.10, -0.22], [0.16, -0.87, -0.19], [-0.18, 0.52, -0.43], [-0.10, 0.04, -0.42], [-0.07, -0.08, 0.04], [0.64, 0.52, 0.28], [0.06, 0.23, -0.17], [-0.28, 0.24, -0.48], [-0.03, -0.06, -0.04], [-0.28, -0.67, -0.24], [0.04, -0.04, 0.10], [-0.06, 0.31, -1.05], [-0.64, -0.33, 2.04], [-0.01, -0.31, -0.20], [-0.11, -0.09, -0.51], [1.15, -0.02, -1.21], [-0.26, -0.27, 0.06], [0.09, 0.11, 0.09], [0.27, 0.39, -0.38], [0.02, -0.31, 0.38], [0.58, -0.90, -0.47], [0.15, 0.06, -0.71], [0.08, 0.33, 0.18], [-0.05, 0.34, -0.59], [0.11, -0.10, 0.00], [-0.33, 0.21, 0.20], [0.69, 0.61, -0.76], [0.26, -0.22, 0.10], [0.04, -0.16, -0.33], [-0.30, 0.21, -0.49], [0.07, -0.10, -0.44], [0.56, 0.33, -0.13], [-0.29, 1.22, -0.16], [-0.21, 0.02, -0.67], [-0.05, 0.21, 0.30], [0.12, 0.02, 0.21], [-0.27, -0.35, 0.26], [-0.37, 0.46, -0.33], [-0.10, 0.26, 0.39], [0.10, 0.38, 0.00], [0.26, 0.11, -0.08], [0.03, 0.13, -0.16], [-0.09, 0.34, -0.07], [-1.46, 0.62, -0.10], [0.30, 0.35, 0.29], [0.22, 0.31, -0.52], [0.01, 0.03, 0.04], [0.06, 0.19, -0.13], [0.11, 0.09, 0.16], [-0.41, -0.07, -0.45], [0.13, -0.20, -0.29], [0.46, 0.17, -0.14], [0.05, 0.31, -0.22], [0.50, 0.19, -0.15], [0.44, -0.50, -0.35], [0.18, 0.13, 0.14], [-0.35, -0.66, -0.29], [-0.15, -0.08, 0.11], [-0.03, -0.09, 0.13], [0.19, -0.23, 0.15], [0.52, 0.93, -0.13], [0.24, -0.29, -0.39], [-0.06, 0.10, 0.17], [-0.33, -0.08, 0.09], [0.10, -0.12, -0.37], [0.06, -0.12, -0.24], [-0.84, -0.52, 0.13], [0.90, 0.11, -0.46], [-0.25, 0.94, 0.29], [0.27, -1.12, -0.02], [-0.36, -0.47, -0.11], [-0.43, -0.34, 0.44], [0.22, -0.08, 0.20], [-0.03, 0.21, 0.01], [-0.17, 0.25, -0.11], [0.13, 0.31, -0.43], [0.03, -0.07, -0.13], [0.08, 0.53, -0.04], [0.66, 0.10, 0.06], [0.53, -0.73, -0.40], [-0.24, 0.53, -0.45], [-0.52, -0.93, 0.34], [0.03, -0.18, 0.12], [-0.19, 0.01, 0.04], [-0.39, -0.66, -0.39], [-0.10, -0.18, -0.43], [0.02, -0.05, 0.02], [-0.04, -0.27, 0.10], [-0.21, -0.01, 0.37], [-0.10, 0.25, -0.15], [0.14, -0.25, -0.19], [-0.44, -0.01, -0.20], [-0.11, -0.15, 0.14], [-0.43, 0.84, -0.14], [0.07, 0.01, -0.15], [-0.70, 0.17, -0.07], [0.02, -0.08, 0.40], [-0.26, -0.30, -0.50], [0.14, -0.17, 0.04], [-0.31, -0.24, 0.05], [0.35, -0.09, 0.28], [-0.14, -0.04, 0.26], [0.00, 0.68, -0.09], [-0.30, 0.02, 0.53], [-0.63, 0.42, -0.06], [0.47, -0.39, 0.04], [0.21, 0.29, 0.10], [0.18, -0.01, 0.15], [0.13, 0.07, -0.36], [-0.14, -0.30, 0.96], [-0.01, 0.03, 0.11], [-0.13, -0.12, -0.57], [-0.19, 0.60, 0.80], [-0.14, -1.00, 0.00], [-0.02, -0.12, -0.02], [-0.32, 0.13, 0.08], [-0.77, 0.96, -0.55], [0.43, -0.22, 0.12], [0.07, -0.03, 0.12], [-0.02, 0.13, -0.11], [-0.03, 0.10, -0.08], [0.46, -0.08, 0.03], [0.66, -2.33, -0.18], [-0.63, 0.25, 0.04], [0.02, -0.05, -0.19], [0.25, 0.29, -0.01], [0.80, 0.13, 0.55], [0.72, 0.06, 0.75], [0.37, 0.53, -0.54], [0.34, 0.03, -0.05], [0.85, -0.50, 0.60], [0.56, -1.09, -0.34], [-0.03, 0.29, 0.30], [-0.09, -0.24, 0.15], [-0.30, 0.30, -0.42], [0.52, 0.12, 0.45], [-0.31, -0.08, 0.15], [-0.29, 0.03, 0.30], [-1.78, 2.39, 1.11], [0.36, 0.62, 1.01], [-0.23, -0.25, 0.38], [-0.15, -0.85, -0.58], [-0.20, -0.02, -0.04], [0.03, -0.37, 0.48], [0.43, -0.01, -0.11], [-0.11, 0.26, -0.40], [-0.16, -0.15, 0.12], [-0.28, -0.06, -0.66], [0.00, 0.06, -0.07], [0.30, 0.44, -0.33]], "smiles": "COP(=O)(OC)OC.COP(=O)(OC)OC.COP(=O)(OC)OC.COP(=O)(OC)OC.COP(=O)(OC)OC.COP(=O)(OC)OC.COP(=O)(OC)OC.COP(=O)(OC)OC.COP(=O)(OC)OC.COP(=O)(OC)OC", "e_above_lowest_kj_mol": 172.1, "homo_ev": -9.9, "lumo_energy_ev": 0.34, "gap_ha": 0.378}